*w*
This record from the OMol25 dataset describes a cluster of 2 separate species, C3H10N2OS in total. The level of theory is the ωB97M-V functional and the def2-TZVPD basis.

XYZ file:
```
17
Properties=species:S:1:pos:R:3
H 2.19000 2.12784 -1.75099
H -0.36504 -1.48869 3.01606
H -2.11507 -0.52051 1.58944
N 1.60192 1.37962 -2.09565
H -0.96851 -2.86918 1.96478
H 0.22488 3.41891 -1.88806
O -0.36611 0.37454 -1.53602
H -1.18985 2.65926 -1.29051
C -1.16681 -0.82781 1.15984
N -0.18913 2.64708 -1.38153
H 2.04298 0.47757 -2.11713
H -0.51729 0.03479 1.02519
C -0.47340 -1.90675 2.00722
H -1.36960 -1.23306 0.17154
S 1.22414 -2.15703 1.41625
C 0.29037 1.39286 -1.64847
H 1.14652 -3.50943 1.35804
```

- Kohn-Sham gap (alpha / beta) (hartree) = 0.3328 / 0.1534
- total charge = +1
- LUMO energy (alpha / beta) (eV) = -4.0644 / -8.9206
- expectation value of S² = 0.75
- 2S+1 = 2

=====

*x*
This record from the OMol25 dataset describes a cluster of 2 separate species, C3H10N2OS in total. The level of theory is the ωB97M-V functional and the def2-TZVPD basis.

XYZ file:
```
17
Properties=species:S:1:pos:R:3
C 1.30819 -1.65267 0.14911
H 0.09362 0.71563 -1.69150
H -1.37517 1.62499 -2.16022
H -2.89579 2.77735 0.03377
H -0.55847 -2.11377 -0.19901
H -1.42536 0.08892 -1.22735
H 2.69765 -3.15081 0.30118
N 0.25121 -2.66300 0.08085
S -0.71162 1.93330 0.12252
C -2.42153 1.99231 0.64351
C -0.90134 1.03278 -1.37258
H -2.52917 2.31633 1.67633
H 0.02308 -3.00464 1.00863
H -2.91298 1.04702 0.43732
N 2.52786 -2.23097 -0.05633
H 3.25889 -1.66019 -0.43073
O 1.11116 -0.48407 0.40278
```

- Kohn-Sham gap (alpha / beta) (hartree) = 0.3732 / 0.1918
- total charge = +1
- LUMO energy (alpha / beta) (eV) = -2.9876 / -7.8917
- expectation value of S² = 0.75
- 2S+1 = 2

=====

Most favorable structure: *x*. The second most favorable one is 5.3 kJ/mol above it.

=====

*w*
This record from the OMol25 dataset describes a cluster of 3 separate species, C5H15N2O in total. The level of theory is the ωB97M-V functional and the def2-TZVPD basis.

XYZ file:
```
23
Properties=species:S:1:pos:R:3
H -1.01163 3.09569 -0.58437
H -1.17543 0.66205 -1.30209
N 0.48537 -2.54553 -0.43965
H -0.20552 -4.07388 1.57926
C -1.23956 2.29928 0.11169
C -0.47027 -2.28887 0.59850
H -1.92027 0.01957 -2.48729
H -2.27533 2.18859 0.38392
H -0.38273 -1.23657 0.85848
H -0.39619 1.33651 1.82837
C 1.10860 1.71875 0.44693
H 0.40499 -3.25037 -1.14845
C 1.63997 2.28637 -0.83149
H 2.54823 2.84459 -0.57659
H 0.97590 3.01600 -1.28654
H 1.85737 1.27165 1.08737
C -0.19948 1.72219 0.83141
H 1.40138 -2.15606 -0.32703
H 0.21782 -2.78472 2.53667
H 1.91692 1.54333 -1.57610
N -0.39150 -3.10617 1.80054
O -1.40526 -0.19008 -1.70282
H -1.48338 -2.37231 0.19927
```

- Kohn-Sham gap (alpha / beta) (hartree) = 0.3228 / 0.2828
- total charge = 0
- LUMO energy (alpha / beta) (eV) = 0.9079 / -0.4973
- expectation value of S² = 0.78
- 2S+1 = 2

=====

*x*
This record from the OMol25 dataset describes the molecule C5H15N2O. The level of theory is the ωB97M-V functional and the def2-TZVPD basis.

XYZ file:
```
23
Properties=species:S:1:pos:R:3
O 2.04076 -0.39262 1.29114
H 0.95215 1.10809 2.20061
H -0.34526 1.12556 0.34964
C -0.64703 0.09489 0.29489
C -0.34138 -0.48241 1.68022
H -0.24283 1.86448 -2.94685
N -2.10775 -0.00101 -0.06694
H 1.39858 1.07058 -2.85657
H -1.06732 -0.09976 2.41103
H 1.17968 -0.57403 -0.72092
H -0.22192 -1.64707 -0.83992
H -2.82396 0.46178 0.54417
H 1.20432 -0.40754 3.17093
H -0.41189 -1.55073 1.70693
C 0.11590 -0.61956 -0.83608
C 1.00987 0.01567 2.20171
N -0.25658 -0.03042 -2.12092
H 0.02339 -0.66724 -2.86339
H 0.47648 1.81458 -1.43220
H 2.85591 -0.01995 1.52288
C 0.43539 1.25169 -2.37026
H -2.13933 0.25649 -1.06630
H -2.37361 -1.02044 -0.02716
```

- Kohn-Sham gap (alpha / beta) (hartree) = 0.1358 / 0.3690
- total charge = 0
- LUMO energy (alpha / beta) (eV) = 0.5798 / 0.5272
- expectation value of S² = 0.75
- 2S+1 = 2

=====

Most favorable structure: *w*. The second most favorable one is 138.4 kJ/mol above it.

=====

*w*
This record from the OMol25 dataset describes the molecule C2H3N3S2. The level of theory is the ωB97M-V functional and the def2-TZVPD basis.

XYZ file:
```
10
Properties=species:S:1:pos:R:3
S -3.04751 -0.47413 -0.33062
H -0.54497 -1.85133 0.52167
H 0.79786 2.01960 -0.11872
C -1.55977 -0.08272 -0.16745
C 0.18785 1.08473 -0.04830
N -0.43635 -0.90471 -0.03303
S 2.20772 -0.47066 -0.50562
H 2.77292 -0.42722 0.80927
N 0.69389 -0.12483 0.20446
N -1.07164 1.23127 -0.33165
```

- Kohn-Sham gap (hartree) = 0.3112
- total charge = 0
- LUMO energy (eV) = -0.0721

=====

*x*
This record from the OMol25 dataset describes the molecule C2H3N3S2. The level of theory is the ωB97M-V functional and the def2-TZVPD basis.

XYZ file:
```
10
Properties=species:S:1:pos:R:3
N 0.23953 -0.42827 -0.13963
S 1.61133 -0.74572 -1.05410
H -1.27749 0.04930 -1.71617
N 0.07960 -0.55979 1.18409
S 2.75937 1.19189 -0.45673
N -1.12825 -0.32916 1.46404
C -1.01579 -0.11659 -0.71962
C -1.84070 -0.08375 0.33258
H -2.88467 0.08426 0.42209
H 3.45706 0.93783 0.68345
```

- Kohn-Sham gap (hartree) = 0.3201
- total charge = 0
- LUMO energy (eV) = -1.1571

=====

Most favorable structure: *x*. The second most favorable one is 8.2 kJ/mol above it.

=====

*w*
This record from the OMol25 dataset describes a cluster of 2 separate species, C4H6FN in total. The level of theory is the ωB97M-V functional and the def2-TZVPD basis.

XYZ file:
```
12
Properties=species:S:1:pos:R:3
H -2.32706 -0.09318 1.47266
H -0.02948 -1.97477 -1.58959
C 1.44072 2.15039 0.68674
C 0.46206 -1.02946 -1.64335
H 2.36224 2.64413 0.74978
N -1.32980 0.05579 1.46701
H 1.29148 -0.81375 -1.00347
H 0.15917 -0.31152 -2.37285
H -0.85684 -0.01145 2.35241
C 0.33307 1.64916 0.67093
C -0.88901 1.04385 0.61904
F -1.79972 1.42083 -0.30491
```

- Kohn-Sham gap (alpha / beta) (hartree) = 0.2580 / 0.3335
- total charge = 0
- LUMO energy (alpha / beta) (eV) = 0.3803 / 0.5308

=====

*x*
This record from the OMol25 dataset describes the molecule C4H6FN. The level of theory is the ωB97M-V functional and the def2-TZVPD basis.

XYZ file:
```
12
Properties=species:S:1:pos:R:3
C -0.04102 -0.95351 -0.82707
N -0.43711 2.51650 -0.07396
H 0.56689 -1.85349 -1.13433
F 0.29840 -1.13603 1.55640
H -0.91943 -2.38704 0.57410
C 0.75269 0.33354 -0.87916
C 0.01096 1.54582 -0.47759
H 1.61884 0.42503 -0.18457
C -0.64803 -1.32793 0.52390
H -1.55290 -0.77223 0.77435
H 1.02838 0.54039 -1.95564
H -0.81526 -0.93130 -1.60421
```

- Kohn-Sham gap (hartree) = 0.4575
- total charge = 0
- LUMO energy (eV) = 0.7271

=====

Most favorable structure: *x*. The second most favorable one is 457.1 kJ/mol above it.

=====

*w*
This record from the OMol25 dataset describes the ion CH3BrNO2S with charge -1. The level of theory is the ωB97M-V functional and the def2-TZVPD basis.

XYZ file:
```
9
Properties=species:S:1:pos:R:3
Br 2.40253 -0.39433 -0.38846
H -0.79430 -0.82316 1.11045
H -1.16980 -2.09560 0.39784
H -1.32820 0.13839 -0.57373
S 0.62796 1.00404 -0.12196
C -0.41461 -0.27513 -0.88450
N -0.47448 -1.29415 0.32715
O 0.24815 1.66119 1.18977
O 0.90274 2.07876 -1.05656
```

- Kohn-Sham gap (hartree) = 0.2748
- total charge = -1
- LUMO energy (eV) = 3.4794

=====

*x*
This record from the OMol25 dataset describes the ion CH3BrNO2S with charge -1. The level of theory is the ωB97M-V functional and the def2-TZVPD basis.

XYZ file:
```
9
Properties=species:S:1:pos:R:3
S 0.35894 0.51731 0.54764
H 0.99944 -1.34594 -1.02940
O 1.41459 -0.24755 1.21082
H -1.55180 1.47997 1.14289
H -0.56546 -1.85218 -0.26557
Br -0.99138 -0.24990 -2.17889
N -0.67652 1.20674 1.63360
C 0.02923 -1.05038 -0.78005
O 0.98296 1.54192 -0.28104
```

- Kohn-Sham gap (hartree) = 0.2733
- total charge = -1
- LUMO energy (eV) = 3.2511

=====

Most favorable structure: *x*. The second most favorable one is 144.3 kJ/mol above it.

=====

*w*
This record from the OMol25 dataset describes a cluster of 2 separate species, C2H2NO3 in total. The level of theory is the ωB97M-V functional and the def2-TZVPD basis.

XYZ file:
```
8
Properties=species:S:1:pos:R:3
N -0.44873 -0.80273 -0.17281
C 2.09758 0.05708 0.60267
O -0.85244 -1.82841 0.32001
O -1.09775 0.87317 0.65439
O -2.11996 0.49652 -1.38034
H 2.08897 1.17228 0.70199
C -1.40402 0.36453 -0.44332
H 1.73635 -0.33243 -0.28259
```

- Kohn-Sham gap (alpha / beta) (hartree) = 0.2469 / 0.2469
- total charge = -1
- LUMO energy (alpha / beta) (eV) = 3.2256 / 3.2243

=====

*x*
This record from the OMol25 dataset describes a cluster of 2 separate species, C2H2NO3 in total. The level of theory is the ωB97M-V functional and the def2-TZVPD basis.

XYZ file:
```
8
Properties=species:S:1:pos:R:3
O 1.61792 -1.27305 -1.22546
O 2.19659 -0.57090 0.99663
C -2.73788 0.82104 0.73581
N -3.40821 0.70500 1.65347
H 1.60521 -0.80686 -1.91919
H -1.87981 0.94880 0.18521
O 0.97575 0.63316 -0.37519
C 1.63043 -0.45719 -0.05127
```

- Kohn-Sham gap (hartree) = 0.2890
- total charge = -1
- LUMO energy (eV) = 4.0268

=====

Most favorable structure: *x*. The second most favorable one is 552.3 kJ/mol above it.